1.
Here is a cluster of 4 separate species, C4H15N2O2 in total in a non-equilibrium geometry from the OMol25 dataset. Energies are from ωB97M-V/def2-TZVPD.

Properties
* charge: +1
* relative energy (zero: lowest compared OMol25 entry of this formula, charge and spin): 6.765 eV
* Kohn-Sham gap: 6.0545 eV
* HOMO energy: -13.821 eV

CARTESIAN COORDINATES (ANGSTROEM)
H -0.184 -0.350 3.270
N 0.009 2.077 -1.242
H 0.338 -0.538 -4.202
H 1.943 -0.615 1.005
C 0.819 1.271 -0.428
H 0.193 -1.318 1.286
H -0.347 1.465 -1.964
C 0.298 0.632 0.675
O 0.023 -0.257 -3.317
N -1.002 0.939 0.955
H 1.861 1.029 -0.680
C 0.929 -0.506 1.367
O -0.919 -2.031 -1.496
H -0.130 -1.159 -2.989
H -1.368 1.762 0.450
C 0.893 -0.246 2.942
H 0.237 2.950 -1.698
H 1.379 -1.002 3.562
H -1.403 -1.322 -0.986
H -1.601 0.106 1.035
H -1.225 -2.846 -1.081
H -2.073 -0.782 0.433
H 1.331 0.742 3.103

2.
Here is a cluster of 2 separate species, C4H15N2S in total in a non-equilibrium geometry from the OMol25 dataset. Energies are from ωB97M-V/def2-TZVPD.

Properties
* charge: +1
* relative energy (zero: lowest compared OMol25 entry of this formula, charge and spin): 1.246 eV
* Kohn-Sham gap: 8.6655 eV
* HOMO energy: -12.304 eV

CARTESIAN COORDINATES (ANGSTROEM)
C 0.650 1.033 1.785
H -0.576 -0.354 -0.533
C -1.637 0.844 -1.958
H -0.628 2.539 1.043
C 0.494 -0.319 2.441
H 1.673 -1.605 3.460
H 1.210 1.052 0.853
H -1.799 1.689 -1.273
H -0.149 -0.180 3.320
H -2.557 0.269 -1.882
N -0.697 1.598 1.419
N 1.792 -0.788 2.879
C -0.383 0.056 -1.528
H -1.498 1.284 -2.941
H 0.456 0.751 -1.528
H -1.090 1.044 0.643
H 1.152 1.735 2.444
H 0.941 -1.814 -2.000
H -0.112 -0.968 1.786
H 2.325 -1.097 2.071
H -1.362 1.615 2.197
S -0.089 -1.297 -2.691

3.
Here is a structure of composition C4H15N2Si in a non-equilibrium geometry from the OMol25 dataset. Energies are from ωB97M-V/def2-TZVPD.

Properties
* charge: +1
* relative energy (zero: lowest compared OMol25 entry of this formula, charge and spin): 3.714 eV
* Kohn-Sham gap: 9.5654 eV
* HOMO energy: -12.990 eV

CARTESIAN COORDINATES (ANGSTROEM)
C -2.617 -1.121 2.193
Si -1.360 0.341 2.115
N 0.303 -0.033 1.941
H 0.462 -1.681 0.015
H 2.032 0.783 -0.380
H -3.069 -1.081 3.264
H -1.212 0.937 3.439
H 0.828 -0.380 2.674
H 1.772 2.073 -2.735
H 0.210 1.946 -2.627
H -3.392 -0.900 1.573
H 0.905 1.034 -3.901
N 1.156 0.268 -0.686
C 1.118 -0.840 0.340
H 1.868 -0.557 -2.458
H 2.097 -1.146 0.618
C 1.043 -0.055 -2.207
H 0.222 -0.695 -2.495
H -2.015 -1.945 1.987
H -1.592 0.947 0.653
C 0.996 1.353 -2.908
H 0.246 0.753 -0.416

4.
Here is a cluster of 2 separate species, C4H15N3O in total in a non-equilibrium geometry from the OMol25 dataset. Energies are from ωB97M-V/def2-TZVPD.

Properties
* multiplicity: 2
* charge: +1
* relative energy (zero: lowest compared OMol25 entry of this formula, charge and spin): 1.944 eV
* Kohn-Sham gap (spin up / spin down): 2.8392 / 9.3361 eV
* ⟨S²⟩: 0.7507
* HOMO energy (spin up / spin down): -6.249 / -12.761 eV

CARTESIAN COORDINATES (ANGSTROEM)
C 0.034 -0.022 -0.205
H 1.438 -1.330 0.651
O 0.924 -1.972 -3.256
H -0.424 -1.416 -2.523
H -1.554 1.008 -1.058
H 1.684 -1.621 -3.762
C 0.520 1.174 0.673
H -0.460 1.705 4.012
C -0.965 0.088 -1.094
N 0.597 -1.219 0.130
H 1.599 1.018 0.548
N 0.029 1.957 3.087
H -1.678 -0.411 -2.983
H -1.928 -1.579 -1.813
H 0.141 2.169 0.530
C 0.066 0.778 2.160
H 0.922 -2.940 -3.429
H -1.013 0.525 2.040
H 0.092 -2.048 -0.115
H 1.024 2.224 3.335
H -0.488 2.804 2.669
N -1.264 -0.894 -2.164
H 0.706 0.002 2.568

5.
Here is a cluster of 2 separate species, C4H15N3O2 in total in a non-equilibrium geometry from the OMol25 dataset. Energies are from ωB97M-V/def2-TZVPD.

Properties
* relative energy (zero: lowest compared OMol25 entry of this formula, charge and spin): 1.289 eV
* Kohn-Sham gap: 9.5193 eV
* SMILES: NCNCCNCO.O
* HOMO energy: -8.845 eV

CARTESIAN COORDINATES (ANGSTROEM)
H 0.079 -0.270 2.124
H 1.873 1.586 0.434
H -0.641 -2.935 -1.626
H -2.180 -0.302 -2.042
H 0.471 -2.158 0.611
H 0.845 -2.437 -2.368
H 0.386 2.238 2.003
H -0.639 2.849 0.715
H -1.664 1.641 -1.107
H 0.445 -0.096 -1.615
C 0.134 2.129 0.945
H -2.435 0.779 0.309
O 0.914 -0.138 2.637
C -1.582 -0.474 -1.149
H 1.731 -1.835 -0.300
H 0.985 -1.099 2.817
N -0.243 -0.804 -1.820
H 0.331 0.256 0.251
O 1.355 2.378 0.259
C -1.567 0.843 -0.339
N -0.444 0.793 0.620
H -1.944 -1.335 -0.586
N 0.877 -2.392 -0.283
C 0.150 -2.162 -1.546

6.
Here is a cluster of 3 separate species, C4H15N4 in total in a non-equilibrium geometry from the OMol25 dataset. Energies are from ωB97M-V/def2-TZVPD.

Properties
* charge: +1
* relative energy (zero: lowest compared OMol25 entry of this formula, charge and spin): 3.039 eV
* Kohn-Sham gap: 8.7568 eV
* HOMO energy: -11.339 eV

CARTESIAN COORDINATES (ANGSTROEM)
H 1.907 2.087 -1.705
C 1.881 0.424 -0.320
N 2.675 -0.043 0.588
N 0.356 -2.122 -0.886
C -0.506 -1.152 -0.475
N -0.871 -1.016 0.743
N -2.842 0.489 1.735
H -1.657 -0.340 0.928
H 2.843 2.259 0.053
H -0.278 0.587 -1.637
H 2.838 -1.041 0.563
H -3.435 1.189 1.398
H 3.382 0.671 0.982
C 2.034 1.863 -0.635
C -1.090 -0.153 -1.506
H 0.932 -2.163 -1.769
H -3.401 -0.327 1.766
H -2.078 0.348 -1.201
H 1.104 2.429 -0.203
H 0.644 -2.803 -0.203
H -2.847 0.773 2.737
H -1.292 -0.656 -2.424
H -0.298 -1.303 1.470

> What is the relative energy (zero: lowest compared OMol25 entry of this formula, charge and spin) in the fifth record?

1.289 eV

> Which of these has the highest relative energy (zero: lowest compared OMol25 entry of this formula, charge and spin)?

C4H15N2O2

> Among the records above, which one has the lowest relative energy (zero: lowest compared OMol25 entry of this formula, charge and spin)?

C4H15N2S

Please write out number 5 again, unchanged.
Here is a cluster of 2 separate species, C4H15N3O2 in total in a non-equilibrium geometry from the OMol25 dataset. Energies are from ωB97M-V/def2-TZVPD.

Properties
* relative energy (zero: lowest compared OMol25 entry of this formula, charge and spin): 1.289 eV
* Kohn-Sham gap: 9.5193 eV
* SMILES: NCNCCNCO.O
* HOMO energy: -8.845 eV

CARTESIAN COORDINATES (ANGSTROEM)
H 0.079 -0.270 2.124
H 1.873 1.586 0.434
H -0.641 -2.935 -1.626
H -2.180 -0.302 -2.042
H 0.471 -2.158 0.611
H 0.845 -2.437 -2.368
H 0.386 2.238 2.003
H -0.639 2.849 0.715
H -1.664 1.641 -1.107
H 0.445 -0.096 -1.615
C 0.134 2.129 0.945
H -2.435 0.779 0.309
O 0.914 -0.138 2.637
C -1.582 -0.474 -1.149
H 1.731 -1.835 -0.300
H 0.985 -1.099 2.817
N -0.243 -0.804 -1.820
H 0.331 0.256 0.251
O 1.355 2.378 0.259
C -1.567 0.843 -0.339
N -0.444 0.793 0.620
H -1.944 -1.335 -0.586
N 0.877 -2.392 -0.283
C 0.150 -2.162 -1.546